[1]
22
Properties=species:S:1:pos:R:3 method="wB97M-V/def2-TZVPD" spin_multiplicity=3 s_squared=2.002 relative_energy_kj_mol=270.63 total_charge=-2 homo_ev="2.178 / -3.661"
H 0.44 0.09 -2.42
H 2.81 -0.93 0.76
H -1.32 -0.27 2.38
C 1.82 -0.78 0.52
C -0.58 -0.73 0.61
I -1.75 -2.88 2.39
O -0.58 2.37 -3.27
C 0.68 -0.95 1.23
O -0.73 2.74 -1.05
O -2.73 -1.02 -0.95
C -2.06 1.02 -1.94
C 1.72 -0.49 -0.85
H 2.65 -0.42 -1.42
I 9.01 2.06 6.81
C -0.67 -0.29 -0.70
H -3.10 1.14 -2.35
N -1.93 -0.07 -1.26
C -0.94 2.14 -2.12
C -1.64 -0.83 1.63
C 0.52 -0.18 -1.45
H -2.52 -0.52 1.25
H 0.89 -1.22 2.21



[2]
6
Properties=species:S:1:pos:R:3 method="wB97M-V/def2-TZVPD" relative_energy_kj_mol=586.66 homo_ev="-7.835 / -8.048"
C 0.07 -0.24 0.04
H -0.15 -0.14 1.09
H -0.64 0.07 -0.70
Cl -0.31 -3.25 1.33
C -0.47 -2.41 -0.11
Cl -1.25 -3.18 -1.36



[3]
77
Properties=species:S:1:pos:R:3 method="wB97M-V/def2-TZVPD" spin_multiplicity=6 s_squared=8.762 total_charge=+4 homo_ev="-17.801 / -17.805"
H -3.22 0.08 1.65
H -4.49 -1.73 -4.23
C 0.33 -3.30 0.29
H -3.38 -3.35 2.95
H 0.42 2.43 5.28
H -4.31 -1.60 -2.44
H 4.21 -2.42 0.84
C -1.53 1.95 2.81
H 5.65 -2.58 -0.26
C -4.59 1.30 -4.60
H -1.56 -0.69 4.23
H 6.65 -0.80 -1.65
C 0.67 0.67 1.92
H 3.37 2.54 -1.24
H -0.94 -2.96 3.15
H 0.84 -2.33 0.31
H -4.10 2.26 -4.77
H -1.11 4.61 -1.52
C 0.44 3.59 -2.65
H -2.43 1.40 3.11
O 1.24 0.08 1.11
H 0.13 -1.25 4.33
H 0.79 3.22 3.70
H -5.49 1.44 -3.99
H 2.41 3.75 0.67
C 4.61 -2.31 -0.17
H -1.21 1.31 -3.92
O 1.30 -0.70 -1.86
H 5.84 0.75 -2.15
C -0.84 -3.75 2.40
C 0.89 2.30 4.29
C 1.75 3.09 -2.60
H -1.60 -4.51 2.55
H 0.98 -4.07 0.73
H -2.88 -2.01 -3.43
H 0.14 -4.23 2.54
C -3.67 -0.82 1.21
H -0.47 -0.04 5.50
C 1.88 3.73 -0.28
H 5.12 -0.13 1.72
H -1.73 0.34 -5.33
H 2.14 2.47 -3.42
C -3.53 -3.18 1.87
H -1.44 2.93 3.29
P 4.63 -0.55 -0.58
H -3.82 -0.65 0.13
N -0.90 -3.23 1.04
H 3.96 -2.84 -0.87
H 1.95 2.03 4.38
H -4.76 0.74 -5.51
C 2.46 3.14 -1.39
H -0.18 3.50 -3.56
H -3.20 -4.05 1.30
H 0.13 -3.54 -0.75
P -3.43 0.35 -3.48
Ir 0.61 2.30 -1.11
H -1.49 2.07 1.71
H -1.10 -0.46 -3.85
C -0.53 -0.38 4.46
H -4.64 -1.00 1.68
N -2.83 -1.98 1.45
C 5.58 0.15 0.78
C 1.05 0.37 -1.49
H 5.28 -0.79 -2.87
P -0.11 1.04 3.50
C -3.83 -1.47 -3.41
C 0.61 4.25 -0.34
C -0.12 4.19 -1.51
C -1.73 0.38 -4.23
C 5.74 -0.33 -1.99
H -1.63 -0.26 0.13
N -1.08 -1.11 0.10
H 6.56 -0.30 0.62
H 0.20 4.74 0.53
C -1.61 -2.05 0.82
H -4.60 -3.02 1.72
H 5.59 1.24 0.67



[4]
27
Properties=species:S:1:pos:R:3 method="wB97M-V/def2-TZVPD" relative_energy_kj_mol=87.49 total_charge=-1 homo_ev=-0.111
H 1.86 1.74 -0.14
C 1.40 0.82 2.27
H 1.22 0.69 3.35
C 1.30 1.68 -1.08
H -1.20 -2.21 -0.60
Zn 0.09 0.09 -1.40
N -1.39 -1.48 -1.29
H -1.51 -1.93 -2.19
H -0.88 -2.45 1.58
H -2.33 0.09 1.05
N 0.03 0.32 -3.47
C 0.02 -1.94 1.96
H 2.42 0.48 2.03
H -1.52 1.65 1.20
H 0.66 2.57 -1.14
Si 0.16 -0.20 1.33
H 0.89 -0.47 0.03
H -0.93 0.55 -3.72
H 2.04 1.73 -1.89
H -0.01 -1.91 3.05
C -1.50 0.61 1.54
H -1.74 0.64 2.61
H 0.89 -2.52 1.66
H 0.63 1.11 -3.71
H -2.29 -1.06 -1.03
H 1.34 1.88 2.00
H 0.34 -0.49 -4.01



[5]
77
Properties=species:S:1:pos:R:3 method="wB97M-V/def2-TZVPD" spin_multiplicity=2 s_squared=0.756 relative_energy_kj_mol=0.00 total_charge=+2 homo_ev="-14.100 / -14.098"
H -1.14 -3.08 5.13
C -2.24 -1.68 4.40
C 3.93 -0.04 -0.46
C -2.61 4.35 -0.04
C 6.71 -0.06 -0.35
O -3.06 -1.93 1.18
O -3.30 -1.14 4.30
H 0.59 -0.64 4.94
P -0.67 2.51 -0.41
C 0.38 3.57 0.55
C 1.84 -0.31 -5.63
H 0.06 3.37 -2.58
C -2.30 -0.82 -3.05
Ir -0.05 0.31 -0.20
C -4.28 -0.19 -4.27
H 4.29 1.45 -4.07
H -3.26 1.01 -0.27
C 2.00 5.12 2.16
H 6.53 1.66 0.91
C -2.11 -1.22 1.09
C -1.08 -1.21 3.55
H 1.65 0.26 2.80
C -1.86 0.50 -3.13
H 4.06 1.69 0.79
H -5.23 -0.47 -4.71
H 1.67 -0.89 -6.52
C 2.47 0.04 -0.45
N 0.75 -0.19 2.88
C 0.87 4.52 2.70
H 6.59 -1.77 -1.65
H 0.62 4.68 3.74
H 2.48 1.81 -2.45
C -4.97 3.91 0.05
O -2.01 -2.68 5.26
C -1.12 -0.97 2.18
C 3.32 1.01 -4.25
C 4.65 -1.02 -1.16
C 0.81 -0.11 -4.72
C -2.37 2.97 -0.16
C -3.83 1.12 -4.35
O 1.68 -0.79 -0.99
Br 3.85 -2.34 -2.24
C 6.00 0.92 0.34
H -5.98 4.27 0.13
H 3.21 5.42 0.41
H -2.27 2.50 -3.84
C 4.63 0.93 0.28
O 1.87 1.02 0.13
C 0.13 -0.70 3.96
C -3.43 2.07 -0.17
C -2.62 1.47 -3.78
C 6.04 -1.02 -1.10
C 1.53 4.15 0.02
C -4.73 2.55 -0.06
N -0.28 2.58 -2.04
H -4.43 1.87 -4.85
C -3.91 4.81 0.05
O -1.83 -0.52 -0.04
C -3.52 -1.16 -3.63
H 1.79 4.00 -1.02
C 1.04 0.65 -3.57
C 3.09 0.25 -5.39
H -0.85 3.30 2.31
H -0.16 -0.55 -4.90
H -1.72 -1.57 -2.54
H 2.63 5.74 2.79
H -4.10 5.87 0.14
H -3.87 -2.18 -3.56
N -0.01 -0.37 1.79
P -0.28 0.93 -2.42
H -5.56 1.85 -0.06
H -1.79 5.05 -0.01
C 2.33 4.94 0.82
H 3.89 0.10 -6.10
C 0.05 3.74 1.90
H 7.79 -0.09 -0.31
C 2.30 1.21 -3.34



[6]
68
Properties=species:S:1:pos:R:3 method="wB97M-V/def2-TZVPD" spin_multiplicity=6 s_squared=8.806 relative_energy_kj_mol=0.00 total_charge=+4 homo_ev="-15.974 / -19.888"
P 1.60 1.38 1.01
H 2.80 -0.92 -5.17
H -1.72 -2.43 3.42
H 1.67 0.64 4.19
H -1.54 -4.17 0.02
H 3.99 1.00 0.71
H 2.55 3.24 -0.25
P -1.77 -1.76 0.39
H -1.21 3.46 1.19
H -0.04 1.14 4.42
H 0.51 0.82 -8.56
H 0.91 -1.54 -1.36
H 0.84 3.02 -0.62
H -3.05 -2.62 -1.50
H -0.11 1.91 -3.75
C 0.50 1.01 -3.63
H -5.06 3.17 3.65
C 1.94 -1.37 -3.25
H 3.03 -0.43 0.32
C 1.05 -0.95 -2.26
H -0.93 -3.71 1.63
C -1.89 2.82 1.73
H -5.12 1.45 3.90
H 2.31 -1.80 2.73
Ir -0.39 0.12 1.05
H 2.07 -1.07 -8.14
C 0.65 0.29 4.37
N -3.52 2.18 2.83
H 1.52 1.19 -5.50
N -1.77 1.48 1.87
H 2.49 -2.30 -3.11
C 1.75 2.60 2.37
N -4.56 2.29 3.74
H 0.75 -0.93 0.58
H -3.26 -1.63 2.34
H -1.17 -1.70 4.94
C -3.38 -1.82 1.28
N -2.96 3.32 2.33
N -2.79 1.08 2.67
C 3.14 0.40 1.03
P 0.11 -0.86 3.06
H -4.03 -1.03 0.88
H -1.55 -1.82 -2.04
H 2.78 2.62 2.76
H 1.04 -3.00 2.39
C 2.11 -0.59 -4.40
H 2.03 1.92 -1.34
C 0.33 0.25 -2.45
H 1.49 3.60 2.00
H 1.08 2.38 3.20
H 3.47 0.15 -7.89
H 0.61 -0.21 5.35
C 1.40 0.59 -4.60
H 3.33 0.00 2.03
H 1.90 2.03 -8.30
H 0.03 -3.37 0.16
H -2.16 -0.73 3.83
C -1.38 -1.50 3.88
C -2.38 -1.77 -1.33
C 1.35 -2.19 3.06
C 2.40 -0.03 -8.07
S -0.81 0.87 -1.29
C -0.98 -3.41 0.58
H 1.47 -2.60 4.07
C 1.78 2.49 -0.43
H -3.87 -2.80 1.13
C 1.56 0.99 -8.29
H -2.92 -0.84 -1.54



[7]
11
Properties=species:S:1:pos:R:3 method="wB97M-V/def2-TZVPD" relative_energy_kj_mol=193.63 homo_ev=-10.282
H 0.91 -1.06 -2.03
C 0.67 -0.43 -1.11
C -1.15 0.16 0.70
H 0.48 1.26 1.14
H -1.15 -1.35 -0.96
H -2.28 0.35 0.48
C 1.89 0.20 -0.47
O -0.50 1.42 0.97
N 2.64 0.74 0.23
H -0.99 -0.70 1.55
C -0.52 -0.59 -0.50



[8]
45
Properties=species:S:1:pos:R:3 method="wB97M-V/def2-TZVPD" relative_energy_kj_mol=58.95 homo_ev=-7.854
N -0.07 1.03 1.49
C 1.63 2.70 -5.43
H -0.50 0.59 3.47
C 1.50 1.94 -4.27
H 2.21 0.22 -3.19
C -1.61 -2.04 4.20
H -0.87 -1.43 4.68
H 0.51 0.72 -1.45
N -0.58 -1.74 2.00
H 0.98 3.56 -5.57
H -0.81 2.69 -0.46
O 1.70 2.40 1.52
C -0.93 -1.13 0.73
C -2.59 -3.05 2.26
C 2.31 0.84 -4.07
H 3.90 -0.35 -4.86
H 1.21 0.94 3.11
C 0.28 2.59 -0.38
C -3.59 -3.40 4.42
C 2.57 2.36 -6.37
H 1.93 1.80 -1.52
H 4.14 1.01 -6.91
S 0.25 2.44 -3.12
C 0.84 1.75 -1.52
H 0.71 3.60 -0.44
C 0.57 -1.06 2.56
C 0.31 0.44 2.76
H -1.81 -1.61 0.30
H -1.47 0.81 -0.06
C 3.40 1.27 -6.17
H -0.09 -1.27 0.04
C 0.70 2.00 0.96
H -4.36 -3.84 5.04
C -1.22 0.37 0.90
C -1.59 -2.24 2.82
H 2.67 2.96 -7.27
C -3.57 -3.61 3.05
C 3.26 0.51 -5.02
H -2.07 0.49 1.58
H -2.59 -3.26 1.21
H 0.85 -1.54 3.50
H -4.33 -4.23 2.60
H -2.59 -2.44 6.05
C -2.59 -2.61 4.99
H 1.40 -1.19 1.86



[9]
13
Properties=species:S:1:pos:R:3 method="wB97M-V/def2-TZVPD" relative_energy_kj_mol=177.42 homo_ev=-8.877
H -0.02 2.19 0.93
H -1.73 0.97 -0.07
H 1.81 -1.09 -0.45
H 1.56 2.30 1.32
N 0.77 1.65 1.26
H -1.52 -0.11 1.33
C 0.11 -0.08 -0.05
H 0.54 -2.56 -2.18
C -1.36 0.00 0.26
N -0.03 -1.84 -1.72
C 0.69 -1.21 -0.87
H -1.89 -0.80 -0.26
N 1.09 0.58 0.49



[10]
69
Properties=species:S:1:pos:R:3 method="wB97M-V/def2-TZVPD" spin_multiplicity=7 s_squared=12.018 relative_energy_kj_mol=0.00 total_charge=+2 homo_ev="-13.991 / -13.996"
C -6.01 1.11 0.59
C 4.36 -0.15 0.48
C 2.28 1.68 0.57
H 2.06 -0.33 -3.14
H 0.71 -4.64 0.34
H -6.03 2.49 -1.06
C 3.94 0.37 1.69
C 2.45 1.88 3.08
C -0.49 5.86 1.46
S -0.61 0.32 1.78
C 2.89 1.29 1.76
H 3.31 2.16 3.68
H 5.21 -0.83 0.44
C -5.42 1.93 -0.37
H -3.59 2.69 -1.17
C -0.95 -3.92 -1.30
H -0.19 6.18 -0.64
H 1.58 -5.21 -1.06
H -0.88 5.26 3.49
Eu 0.63 -0.84 -0.35
C -3.25 1.33 0.48
H 2.17 -2.49 -4.18
H 2.26 1.55 -1.56
H -3.23 0.00 2.17
C 1.92 -2.38 -3.12
N 0.45 -3.42 -1.34
C -1.94 -2.79 -1.45
H 3.12 -4.39 0.61
C -0.44 5.46 0.13
C 0.89 -3.42 -2.76
H 0.00 -3.23 -3.37
C -0.72 4.15 -0.21
C -1.11 3.63 2.12
H -1.11 -4.69 -2.06
H 3.21 -3.26 -0.72
H 4.10 -0.13 -1.65
C -1.05 3.23 0.78
N -1.76 -1.87 -0.30
H 2.86 -2.52 -2.57
C 2.55 -3.65 0.05
H -7.09 1.02 0.63
P -1.47 1.53 0.40
H -1.38 2.93 2.89
C -4.04 2.05 -0.42
H -1.77 -2.22 -2.37
H 0.56 -0.87 -3.38
C 3.73 0.23 -0.70
H 1.51 2.44 0.60
H 1.87 1.15 3.64
H -2.01 -2.35 0.56
S -0.85 1.11 -1.50
H -0.26 6.88 1.72
N 2.16 -2.51 0.93
C 2.69 1.16 -0.65
H -1.12 -4.40 -0.33
C 1.31 -4.30 -0.51
H -5.70 -0.21 2.25
C -5.23 0.41 1.49
H 4.46 0.09 2.60
C -3.84 0.52 1.45
H -2.40 -1.09 -0.37
H -2.95 -3.18 -1.51
C -0.83 4.95 2.45
H -0.68 3.84 -1.25
H 1.24 -4.42 -3.04
N 1.40 -1.03 -2.82
H 2.99 -2.04 1.27
H 1.70 -2.87 1.76
H 1.83 2.75 2.92



Number 1: electronic energy -33276.0878 eV. Number 2: electronic energy -27144.5089 eV. Number 3: electronic energy -62784.4712 eV. Number 4: electronic energy -63729.5795 eV. Number 5: electronic energy -145989.0245 eV. Number 6: electronic energy -68259.3850 eV. Number 7: electronic energy -7764.5197 eV. Number 8: electronic energy -35923.3668 eV. Number 9: electronic energy -7692.8405 eV. Number 10: electronic energy -82749.5449 eV.